DFT (ωB97M-V/def2-TZVPD) results for a structure of composition C26H50NP3RuSe.

ORCA input file:
```
! RIJCOSX wB97M-V def2-TZVPD def2/J DEFGRID3
* xyz 3 6
Ru -0.24 -0.15 0.44
P -0.86 0.87 2.34
P 0.60 -2.16 1.05
P -2.19 -1.16 0.15
H -1.97 3.99 -2.04
C -2.42 3.65 -1.11
C -1.96 2.67 -0.32
H -1.01 2.13 -0.46
C 0.16 2.34 2.68
C -0.72 -0.20 3.84
C -2.50 1.65 2.72
C 0.85 -3.36 -0.34
C 2.29 -2.37 1.74
C -0.25 -3.27 2.27
C -3.22 -0.14 -0.94
C -3.24 -1.49 1.63
C -2.43 -2.82 -0.60
H -3.33 4.19 -0.82
H -2.61 2.36 0.51
H 0.43 2.77 1.72
H 1.05 2.04 3.22
H -0.39 3.09 3.24
H 0.18 -0.83 3.81
H -1.61 -0.84 3.91
H -0.68 0.45 4.71
H -2.46 2.72 2.49
H -2.70 1.56 3.79
H -3.34 1.21 2.17
H 0.64 -4.38 0.00
H 1.89 -3.30 -0.66
H 0.22 -3.11 -1.21
H 2.48 -3.42 2.02
H 2.40 -1.75 2.64
H 3.04 -2.08 1.00
H 0.39 -4.15 2.45
H -1.23 -3.61 1.90
H -0.40 -2.75 3.23
H -4.28 -0.39 -0.79
H -2.93 -0.32 -1.98
H -3.07 0.92 -0.75
H -4.25 -1.67 1.25
H -3.26 -0.64 2.33
H -2.89 -2.38 2.18
H -3.45 -3.15 -0.40
H -1.74 -3.58 -0.21
H -2.29 -2.76 -1.68
C -1.95 -0.07 -4.88
C -1.50 1.20 -4.49
C -2.03 2.34 -5.10
C -3.02 2.23 -6.09
C -3.54 0.96 -6.41
C -3.01 -0.19 -5.81
Se -1.02 -1.64 -4.27
H -2.24 -2.19 -3.66
H -0.74 1.27 -3.71
H -1.68 3.32 -4.78
H -3.39 3.12 -6.60
H -4.38 0.87 -7.11
H -3.38 -1.18 -6.05
C 5.14 0.11 1.89
N 3.80 0.60 2.31
C 3.86 1.16 3.71
C 3.21 1.60 1.32
C 2.97 0.94 -0.01
C 3.99 1.19 -0.95
C 4.08 0.46 -2.12
C 3.06 -0.45 -2.42
C 1.93 -0.53 -1.59
C 1.85 0.15 -0.37
H 5.74 0.95 1.53
H 5.04 -0.65 1.11
H 5.62 -0.34 2.77
H 3.14 -0.21 2.30
H 4.30 2.17 3.66
H 2.85 1.18 4.13
H 4.48 0.48 4.30
H 2.31 2.03 1.76
H 3.96 2.41 1.25
H 4.77 1.92 -0.70
H 4.92 0.60 -2.80
H 3.11 -1.07 -3.33
H 1.07 -1.13 -1.89
*
```

Properties
HOMO level (alpha / beta) (eV): -14.003 / -16.718
Frontier orbital gap (alpha / beta) (eV): 6.37 / 4.67
E (eV): -125027.2795
Energy relative to the best compared isomer or geometry (same formula, charge and spin) (kJ/mol): 14.93